[1]
Formula: C30H23CdN3Si
Source: the OMol25 dataset
Level of theory: the ωB97M-V functional and the def2-TZVPD basis

```
58
Properties=species:S:1:pos:R:3:lowdin_charge:R:1
Cd -0.36 -0.50 -0.08 1.202
C -4.04 2.04 0.52 -0.046
C -3.05 1.20 0.00 -0.149
N -2.29 0.45 0.77 -0.021
C -2.44 0.44 2.11 -0.167
C -3.46 1.22 2.71 -0.164
C -4.24 2.05 1.87 -0.008
C -3.69 1.15 4.10 -0.065
C -2.90 0.32 4.84 -0.086
C -1.86 -0.42 4.26 -0.023
C -1.54 -0.39 2.90 -0.228
N -0.53 -1.02 2.23 -0.024
C 0.37 -1.92 2.72 -0.227
C 0.53 -2.40 4.02 -0.023
C 1.51 -3.33 4.39 -0.086
C 2.40 -3.83 3.50 -0.065
C 2.31 -3.41 2.16 -0.164
C 3.19 -3.90 1.17 -0.008
C 3.06 -3.49 -0.13 -0.046
C 2.04 -2.58 -0.44 -0.147
N 1.22 -2.11 0.47 -0.021
C 1.31 -2.48 1.76 -0.166
H -4.62 2.67 -0.15 0.106
H -2.88 1.14 -1.07 0.089
H -4.99 2.68 2.33 0.118
H -4.49 1.73 4.54 0.106
H -3.07 0.22 5.90 0.105
H -1.29 -1.01 4.95 0.064
H -0.11 -2.07 4.81 0.063
H 1.54 -3.64 5.43 0.105
H 3.16 -4.55 3.79 0.106
H 3.96 -4.60 1.47 0.118
H 3.73 -3.84 -0.91 0.106
H 1.90 -2.23 -1.45 0.084
C -1.98 4.28 -3.23 -0.097
C -1.13 4.05 -2.16 -0.094
C -0.57 2.80 -1.97 -0.147
C -0.83 1.75 -2.86 -0.390
C -1.67 2.00 -3.94 -0.125
C -2.25 3.25 -4.13 -0.094
Si -0.11 0.01 -2.53 0.567
C 1.75 0.09 -2.92 -0.394
C 2.28 -0.44 -4.09 -0.123
C 3.64 -0.38 -4.36 -0.094
C 4.50 0.23 -3.45 -0.096
C 3.99 0.75 -2.27 -0.093
C 2.64 0.67 -2.01 -0.147
H -2.44 5.25 -3.37 0.099
H -0.92 4.85 -1.46 0.101
H 0.07 2.63 -1.11 0.083
H -1.88 1.21 -4.65 0.089
H -2.91 3.42 -4.97 0.100
H -0.68 -0.83 -3.62 -0.052
H 1.62 -0.91 -4.81 0.090
H 4.04 -0.80 -5.27 0.100
H 5.56 0.29 -3.66 0.099
H 4.66 1.22 -1.56 0.101
H 2.26 1.06 -1.07 0.078
```

Results
Highest occupied orbital energy, eV: -6.76
E_tot, Ha: -1778.5473
Gap between HOMO and LUMO, eV: 6.8
LUMO, eV: 0.1

***

[2]
Formula: C30H23Cl4Cu2F24N7O22S8
Source: the OMol25 dataset
Level of theory: the ωB97M-V functional and the def2-TZVPD basis

```
120
Properties=species:S:1:pos:R:3:lowdin_charge:R:1
Cu 23.49 -7.96 -15.84 0.894
Cu 19.49 -5.08 -18.53 0.758
C 20.75 -4.78 -13.99 -0.558
F 21.47 -4.26 -12.95 0.132
F 20.50 -6.01 -13.73 0.183
F 19.63 -4.03 -14.34 0.093
S 21.92 -4.57 -15.55 0.812
O 22.78 -3.43 -15.21 -0.265
O 22.59 -5.85 -15.66 -0.354
N 20.70 -4.30 -16.89 -0.284
S 20.66 -2.77 -17.06 0.584
O 19.64 -2.72 -18.09 -0.329
O 20.49 -1.98 -15.85 -0.256
C 22.35 -2.18 -17.93 -0.653
F 22.01 -1.41 -18.92 0.178
F 23.02 -1.53 -16.99 0.130
F 23.16 -3.14 -18.31 0.169
C 16.39 -6.23 -16.17 -0.558
F 15.13 -6.01 -15.65 0.108
F 17.38 -5.89 -15.35 0.119
F 16.51 -7.56 -16.42 0.124
S 16.47 -5.19 -17.80 0.723
O 15.10 -4.96 -18.20 -0.257
O 17.29 -4.05 -17.53 -0.319
N 17.62 -6.03 -18.89 -0.305
S 16.67 -6.75 -19.88 0.599
O 15.65 -7.53 -19.19 -0.271
O 16.22 -5.87 -20.98 -0.318
C 17.87 -7.95 -20.81 -0.662
F 18.18 -9.00 -20.05 0.152
F 17.34 -8.36 -21.91 0.205
F 18.99 -7.25 -21.09 0.104
C 26.66 -7.30 -18.76 -0.511
F 27.89 -7.52 -19.24 0.170
F 26.53 -5.97 -18.37 0.094
F 25.66 -7.64 -19.62 0.107
S 26.31 -8.39 -17.17 0.741
O 25.18 -9.22 -17.58 -0.336
O 27.52 -9.08 -16.79 -0.230
N 25.49 -7.37 -15.99 -0.321
S 26.71 -6.80 -15.21 0.624
O 27.05 -7.68 -14.08 -0.254
O 27.80 -6.33 -16.09 -0.261
C 25.95 -5.19 -14.60 -0.585
F 25.04 -4.67 -15.46 0.101
F 25.22 -5.44 -13.53 0.144
F 26.94 -4.25 -14.32 0.108
C 22.01 -9.17 -19.81 -0.565
F 23.24 -9.57 -19.58 0.179
F 21.89 -8.73 -21.05 0.188
F 21.12 -10.20 -19.68 0.127
S 21.67 -7.78 -18.42 0.760
O 22.91 -6.98 -18.43 -0.315
O 20.52 -6.97 -18.84 -0.346
N 21.68 -8.43 -16.83 -0.320
S 20.16 -8.63 -16.59 0.599
O 19.51 -7.32 -16.40 -0.318
O 19.52 -9.54 -17.51 -0.235
C 20.05 -9.37 -14.83 -0.624
F 20.64 -8.58 -13.98 0.153
F 18.76 -9.43 -14.43 0.148
F 20.56 -10.62 -14.74 0.137
Cl 17.29 -7.84 -10.40 0.488
C 18.38 -6.50 -11.07 -0.580
C 17.49 -5.30 -11.46 -0.652
Cl 16.12 -5.92 -12.38 0.574
H 18.90 -6.85 -11.96 0.042
H 19.07 -6.13 -10.32 0.058
H 17.97 -4.58 -12.12 0.052
H 17.22 -4.73 -10.57 0.078
Cl 23.73 -6.22 -8.61 0.496
C 22.21 -5.21 -8.41 -0.613
C 22.33 -3.84 -9.14 -0.645
Cl 20.73 -3.04 -8.97 0.533
H 22.10 -5.03 -7.34 0.065
H 21.41 -5.81 -8.85 0.044
H 22.56 -4.05 -10.19 0.047
H 23.12 -3.20 -8.74 0.071
C 23.68 -0.11 -14.51 -0.058
C 25.07 -0.27 -14.74 -0.085
C 25.78 -0.93 -13.85 -0.021
C 25.12 -1.50 -12.70 -0.102
C 23.79 -1.19 -12.33 0.002
C 23.10 -0.47 -13.29 -0.067
N 25.93 -2.35 -11.78 -0.295
O 27.07 -2.75 -12.14 0.053
O 25.24 -2.77 -10.84 0.033
H 23.06 0.38 -15.25 0.101
H 25.41 0.03 -15.72 0.114
H 26.84 -1.08 -13.97 0.122
H 23.33 -1.50 -11.41 0.112
H 22.06 -0.27 -13.08 0.109
C 24.14 -6.17 -23.92 -0.046
C 23.72 -6.64 -22.70 -0.048
C 22.91 -5.89 -21.85 0.011
C 22.58 -4.57 -22.13 -0.143
C 22.95 -4.13 -23.36 0.005
C 23.73 -4.90 -24.21 -0.064
N 21.65 -3.88 -21.27 -0.258
O 21.47 -2.67 -21.45 0.094
O 21.14 -4.46 -20.28 -0.007
H 24.73 -6.76 -24.61 0.123
H 23.92 -7.66 -22.39 0.105
H 22.66 -6.23 -20.86 0.086
H 22.64 -3.15 -23.69 0.125
H 24.02 -4.46 -25.15 0.117
C 14.72 -0.60 -21.48 -0.035
C 15.51 -0.49 -22.54 0.048
C 16.48 -1.49 -22.72 0.127
C 16.81 -2.39 -21.71 -0.048
C 15.99 -2.38 -20.56 0.160
C 14.94 -1.46 -20.43 0.107
N 18.11 -3.09 -21.77 -0.272
O 18.53 -3.62 -20.72 0.061
O 18.66 -3.17 -22.86 0.130
H 13.90 0.10 -21.42 0.139
H 15.28 0.24 -23.31 0.150
H 17.11 -1.41 -23.59 0.148
H 16.24 -2.92 -19.66 0.118
H 14.27 -1.34 -19.59 0.156
```

Results
Net charge: +1
Highest occupied orbital energy (spin up / spin down), eV: -11.12 / -11.12
E_tot, Ha: -13898.5034
Gap between HOMO and LUMO (spin up / spin down), eV: 6.1 / 2.1
Multiplicity: 4
LUMO (spin up / spin down), eV: -5.1 / -9.0

***

[3]
Formula: C30H23ClN7SeV
Source: the OMol25 dataset
Level of theory: the ωB97M-V functional and the def2-TZVPD basis

```
63
Properties=species:S:1:pos:R:3:lowdin_charge:R:1
V 0.25 -0.80 -0.03 0.731
C -1.64 -1.25 2.99 -0.005
C -0.19 -0.95 3.18 -0.271
C 0.28 -0.82 4.48 -0.005
C 1.63 -0.62 4.71 -0.021
C 2.47 -0.59 3.62 0.012
C 1.94 -0.72 2.34 -0.183
N 0.61 -0.85 2.11 0.082
C 2.78 -0.73 1.15 -0.197
C 4.18 -0.74 1.19 0.018
C 4.88 -0.74 0.00 -0.036
C 4.18 -0.70 -1.20 0.022
C 2.79 -0.68 -1.17 -0.212
N 2.11 -0.74 -0.01 -0.036
C 1.95 -0.65 -2.36 -0.224
C 2.49 -0.55 -3.64 0.009
C 1.65 -0.58 -4.73 -0.025
C 0.31 -0.78 -4.51 -0.004
C -0.17 -0.89 -3.21 -0.297
C -1.62 -1.22 -3.01 -0.012
N 0.62 -0.76 -2.14 0.034
H -2.02 -1.76 3.87 0.093
H -1.78 -1.90 2.13 0.057
H -2.21 -0.33 2.85 0.097
H -0.42 -0.88 5.30 0.121
H 2.01 -0.51 5.71 0.119
H 3.53 -0.47 3.76 0.108
H 4.71 -0.77 2.13 0.111
H 5.96 -0.78 0.00 0.114
H 4.72 -0.70 -2.13 0.112
H 3.55 -0.45 -3.77 0.108
H 2.05 -0.49 -5.73 0.118
H -0.38 -0.86 -5.34 0.120
H -2.01 -1.69 -3.91 0.093
H -2.19 -0.32 -2.81 0.093
H -1.72 -1.92 -2.18 0.058
Se -4.94 4.86 0.02 1.184
N -5.00 3.11 0.02 -0.237
C -3.77 2.63 0.02 -0.327
C -3.43 1.23 0.01 -0.079
C -4.42 0.24 0.01 0.027
C -4.01 -1.08 -0.01 -0.010
C -2.65 -1.37 -0.03 -0.161
N -1.68 -0.45 -0.02 -0.027
C -2.07 0.85 0.00 -0.128
C -1.04 1.86 0.01 -0.122
N 0.23 1.44 0.00 0.069
C 1.20 2.34 0.01 -0.084
C 0.97 3.71 0.02 -0.011
C -0.33 4.17 0.02 0.031
C -1.37 3.24 0.01 -0.074
C -2.75 3.62 0.02 -0.330
N -3.19 4.87 0.02 -0.238
H -5.45 0.53 0.02 0.122
H -4.73 -1.89 -0.02 0.120
H -2.34 -2.41 -0.05 0.110
H 2.22 1.96 0.01 0.120
H 1.80 4.40 0.02 0.116
H -0.58 5.23 0.02 0.125
Cl 0.99 -3.52 -1.34 0.572
C 0.40 -2.85 0.19 -0.671
H 1.14 -3.17 0.93 0.011
H -0.53 -3.41 0.41 -0.008
```

Results
Net charge: +1
Highest occupied orbital energy (spin up / spin down), eV: -8.59 / -8.63
E_tot, Ha: -5345.7953
Gap between HOMO and LUMO (spin up / spin down), eV: 5.2 / 5.1
Multiplicity: 2
LUMO (spin up / spin down), eV: -3.4 / -3.5